C62H52HfOP3SiTe2 | ωB97M-V with the def2-TZVPD basis set

Each line ends with the Löwdin charge.
Cartesian coordinates (Å):
Hf 10.647501 -22.020574 -5.463043  0.590
C 17.380096 -19.872072 -6.079595  -0.070
C 17.259147 -20.984587 -5.258116  -0.063
C 16.063551 -21.705134 -5.257206  -0.109
C 14.974734 -21.324816 -6.058253  -0.348
C 15.106174 -20.180465 -6.851161  -0.073
C 16.311931 -19.464175 -6.883454  -0.055
P 13.473918 -22.398186 -5.977007  1.014
C 13.440649 -22.652089 -4.166922  -0.424
C 13.393105 -21.488047 -3.387523  -0.144
C 13.322368 -21.577926 -2.009020  -0.089
C 13.291122 -22.823577 -1.391197  -0.060
C 13.287891 -23.980900 -2.162348  -0.073
C 13.354039 -23.901704 -3.541563  -0.117
C 14.030946 -24.029457 -6.589571  -0.371
C 15.337410 -24.272501 -7.047222  -0.073
C 15.694770 -25.544641 -7.464102  -0.062
C 14.769864 -26.592918 -7.433308  -0.057
C 13.476059 -26.354908 -7.000687  -0.079
C 13.092276 -25.076124 -6.575532  -0.314
Si 11.296433 -24.619901 -6.212177  0.591
C 10.454775 -25.652131 -4.805274  -0.293
C 11.015387 -26.638160 -3.981990  -0.084
C 10.252214 -27.335916 -3.049911  -0.055
C 8.877481 -27.128699 -2.989977  -0.054
C 8.288067 -26.162139 -3.798251  -0.093
C 9.064075 -25.375615 -4.638840  -0.405
P 8.373731 -23.933046 -5.524321  1.046
C 7.713492 -22.781106 -4.271699  -0.412
C 7.308536 -23.078447 -2.976191  -0.068
C 6.787340 -22.077168 -2.161969  -0.070
C 6.648196 -20.786521 -2.653858  -0.086
C 7.020125 -20.481424 -3.955505  -0.120
C 7.561548 -21.468804 -4.763019  -0.214
C 6.803721 -24.570662 -6.244822  -0.313
C 6.691795 -25.905246 -6.613193  -0.093
C 5.451244 -26.452885 -6.960313  -0.055
C 4.317674 -25.650366 -7.002547  -0.069
C 4.440852 -24.298048 -6.711551  -0.069
C 5.667793 -23.746162 -6.359218  -0.080
C 10.269704 -25.321967 -7.631215  -0.343
C 10.027417 -26.697595 -7.755699  -0.105
C 9.215873 -27.188533 -8.752661  -0.078
C 8.646165 -26.303933 -9.669714  -0.054
C 8.888592 -24.931397 -9.579185  -0.052
C 9.720478 -24.447829 -8.571361  -0.382
P 10.100218 -22.648529 -8.310469  0.969
C 11.721157 -22.468507 -9.130633  -0.385
C 12.502219 -23.573389 -9.496314  -0.080
C 13.790862 -23.391915 -9.960455  -0.077
C 14.284535 -22.107630 -10.124606  -0.073
C 13.506357 -20.991596 -9.834664  -0.081
C 12.227743 -21.175621 -9.327560  -0.149
C 8.944284 -21.905307 -9.529904  -0.355
C 7.573165 -21.886190 -9.254960  -0.098
C 6.663820 -21.517704 -10.242982  -0.070
C 7.127965 -21.132271 -11.491971  -0.083
C 8.478082 -21.125629 -11.777443  -0.060
C 9.383453 -21.509159 -10.791702  -0.072
H 18.296721 -19.310396 -6.094201  0.104
H 18.065799 -21.286998 -4.600543  0.109
H 15.983261 -22.588319 -4.627414  0.113
H 14.243633 -19.861283 -7.426448  0.083
H 16.422986 -18.591316 -7.504953  0.105
H 13.452320 -20.503014 -3.854638  0.109
H 13.313467 -20.691862 -1.394590  0.106
H 13.235382 -22.869744 -0.313830  0.116
H 13.184248 -24.963904 -1.699113  0.122
H 13.405529 -24.800127 -4.147808  0.094
H 16.054466 -23.457853 -7.145511  0.107
H 16.708166 -25.722225 -7.789744  0.109
H 15.061115 -27.582164 -7.768758  0.110
H 12.761052 -27.165844 -7.017769  0.096
H 12.064365 -26.873826 -4.081207  0.100
H 10.709034 -28.071768 -2.407537  0.109
H 8.255457 -27.727920 -2.341409  0.110
H 7.220575 -26.006741 -3.772520  0.113
H 7.415079 -24.078780 -2.563988  0.103
H 6.475228 -22.297856 -1.153507  0.114
H 6.225900 -20.005510 -2.028925  0.120
H 6.929966 -19.474019 -4.323297  0.117
H 7.797674 -21.216278 -5.785647  0.058
H 7.553264 -26.540099 -6.585152  0.088
H 5.396374 -27.507845 -7.203652  0.110
H 3.349473 -26.081795 -7.224380  0.110
H 3.561768 -23.666881 -6.707833  0.109
H 5.698334 -22.708217 -6.062033  0.095
H 10.408400 -27.365541 -6.977601  0.108
H 9.025943 -28.256742 -8.827046  0.113
H 7.989627 -26.657559 -10.447743  0.107
H 8.421280 -24.296916 -10.312328  0.104
H 12.091336 -24.566878 -9.379758  0.102
H 14.416806 -24.235910 -10.198558  0.109
H 15.289870 -21.972950 -10.530101  0.113
H 13.892675 -20.008925 -10.046476  0.109
H 11.618605 -20.339608 -9.054237  0.043
H 7.223986 -22.212601 -8.284621  0.082
H 5.583905 -21.514644 -10.026028  0.116
H 6.401703 -20.829133 -12.229198  0.106
H 8.801318 -20.843473 -12.767727  0.109
H 10.429501 -21.494307 -11.029508  0.093
O 10.470747 -23.008412 -3.354749  -0.229
H 11.346745 -23.369142 -3.105237  0.039
H 9.882230 -23.776577 -3.452408  0.027
Te 10.681199 -19.504518 -6.204213  0.098
C 9.943721 -20.933793 -0.790692  -0.387
Te 10.177611 -20.037518 -2.733737  1.265
C 11.189323 -18.481351 -1.655680  -0.386
C 10.645921 -18.580506 -0.254361  -0.293
C 10.808920 -17.567464 0.673253  -0.038
C 10.320355 -17.705845 1.966468  -0.074
C 9.646332 -18.863302 2.337611  -0.076
C 9.517724 -19.892011 1.423034  -0.052
C 10.020427 -19.771299 0.144707  -0.309
H 10.754147 -21.647033 -0.607776  0.050
H 8.981221 -21.445287 -0.681603  0.047
H 10.999139 -17.514651 -2.128101  0.065
H 12.274332 -18.636784 -1.666365  0.054
H 11.254371 -16.627691 0.365095  0.118
H 10.427941 -16.904265 2.665709  0.099
H 9.203797 -18.946652 3.326625  0.108
H 8.984957 -20.803092 1.708897  0.119

Atomic forces in eV per Å
Hf 0.607 -0.232 -1.185
C -0.498 0.048 -0.291
C -0.622 -0.182 -0.017
C 0.227 0.033 -0.025
C 0.457 0.077 0.131
C -0.103 -0.100 -0.023
C -0.181 -0.676 0.553
P -0.168 0.304 0.097
C -0.198 0.210 0.199
C 0.159 0.116 -0.153
C 0.218 -0.479 0.307
C -0.170 0.298 -0.099
C -0.284 -0.477 0.325
C 0.422 0.158 -0.369
C 0.348 -0.405 -0.166
C -0.361 0.306 -0.078
C -0.243 -0.192 0.196
C 0.277 0.234 -0.030
C 0.228 0.304 0.026
C -0.109 0.061 0.039
Si -0.428 -0.213 0.434
C -0.233 0.024 0.189
C -0.175 0.317 -0.188
C -0.379 0.136 -0.279
C 0.049 0.025 -0.180
C 0.112 -0.106 0.251
C 0.687 -0.129 -0.118
P -0.173 0.024 -0.061
C -0.127 0.270 -0.333
C 0.063 0.038 0.502
C 0.018 -0.008 -0.379
C -0.287 0.206 -0.059
C -0.010 -0.193 0.277
C -0.292 -0.290 0.399
C -0.321 0.447 -0.294
C -0.596 -0.077 0.017
C 0.348 0.265 -0.154
C 0.326 -0.131 0.148
C 0.083 0.169 0.015
C 0.103 -0.542 0.365
C 0.112 -0.154 -0.226
C 0.095 0.264 0.711
C -0.182 -0.120 -0.590
C 0.190 0.339 0.292
C 0.086 -0.765 -0.018
C -0.154 0.485 0.231
P -0.026 -0.340 -0.070
C 0.434 -0.003 -0.144
C -0.550 0.226 0.369
C 0.056 0.317 -0.100
C 0.496 0.123 -0.315
C -0.232 -0.556 -0.140
C 0.279 -0.498 0.120
C -0.053 0.198 0.016
C 0.114 -0.057 -0.209
C -0.246 0.016 0.594
C -0.474 0.013 0.066
C -0.049 -0.125 0.332
C -0.218 0.078 -0.190
H 0.222 0.132 0.002
H -0.005 0.003 -0.122
H 0.030 0.133 -0.035
H 0.145 0.086 -0.058
H -0.111 0.114 -0.104
H -0.054 -0.280 0.007
H -0.028 0.172 0.004
H 0.024 -0.126 0.085
H 0.191 0.289 -0.019
H -0.072 0.043 0.146
H -0.159 -0.222 0.174
H 0.069 -0.049 -0.144
H -0.005 0.063 0.041
H -0.095 -0.015 0.023
H 0.204 -0.034 -0.007
H 0.100 -0.112 0.045
H 0.020 -0.004 0.123
H -0.180 -0.031 0.096
H -0.003 0.119 -0.155
H -0.011 -0.099 0.124
H 0.111 -0.106 -0.002
H -0.044 0.164 -0.104
H 0.197 -0.045 -0.213
H 0.323 -0.270 0.051
H -0.045 0.066 0.027
H 0.047 0.056 -0.056
H 0.016 0.036 -0.093
H 0.070 0.091 -0.047
H -0.035 0.062 -0.328
H -0.030 0.166 0.004
H -0.056 -0.156 -0.108
H 0.003 0.306 -0.030
H 0.114 -0.071 -0.042
H 0.013 -0.186 -0.066
H -0.261 -0.011 0.176
H 0.002 0.227 0.114
H -0.207 0.467 0.083
H -0.118 -0.005 0.110
H 0.642 -0.018 -0.122
H 0.002 0.020 -0.224
H 0.214 0.064 0.000
H 0.273 -0.103 -0.038
O -0.019 -0.004 -0.241
H -0.099 -0.040 0.141
H 0.156 -0.226 0.293
Te 0.080 0.073 -0.450
C -0.056 0.023 -0.239
Te -0.409 0.130 0.312
C 0.401 0.071 -0.210
C -0.029 -0.628 0.073
C -0.201 0.375 0.084
C -0.187 -0.338 -0.267
C 0.068 0.283 0.143
C -0.467 -0.267 0.508
C 0.384 0.193 -0.040
H -0.118 0.017 -0.063
H 0.248 0.031 -0.243
H -0.108 -0.181 0.075
H -0.152 -0.024 -0.049
H 0.125 -0.072 0.064
H 0.056 0.368 0.285
H 0.150 -0.021 -0.122
H 0.208 0.220 -0.089

The value obtained for the energy above the lowest of the compared OMol25 structures with the same formula, charge and spin is 0.00 kcal per mole. The calculation puts the gap between HOMO and LUMO at 6.205 eV. Its HOMO energy is -8.80 eV. Its charge is +1. The calculation puts the largest force on an atom at 1.4 eV/A.